The following is a DFT calculation (wB97M-V/def2-TZVPD) of C27H45IrNO2P2 as an isolated structure in a non-equilibrium geometry.

The frontier orbital gap (alpha / beta) comes out at 6.82 / 3.83 eV. For the energy above the lowest of the compared OMol25 structures with the same formula, charge and spin, the calculation gives 2.295 eV. As for the HOMO energy (alpha / beta): -12.51 / -12.86 eV. The value obtained for the LUMO energy (alpha / beta) is -5.7 / -9.0 eV. As for the energy: -55704.0498 eV. The charge is +2. Its spin multiplicity is 6.

The geometry in XYZ format:
```
78
C27H45IrNO2P2 | OMol25 | wB97M-V/def2-TZVPD
Ir 0.8321 2.2355 -0.3337
C 1.0928 2.2484 2.3800
C 0.8870 3.3377 1.3818
C -1.1418 2.1640 1.7268
C -0.1176 1.5456 2.5168
C -0.5143 3.2176 0.9315
C 2.2587 2.1509 3.2734
H 3.1043 2.7361 2.8931
H 2.5909 1.1172 3.3983
H 1.9960 2.5355 4.2702
C -0.2701 0.3993 3.4521
H 0.3494 -0.4716 3.1673
H -1.3012 0.0148 3.4950
H 0.0543 0.6764 4.4738
C -2.6064 2.0279 1.9043
H -3.0157 2.7781 2.6178
H -2.8694 1.0304 2.2977
H -3.1153 2.1730 0.9350
C -1.2161 4.2375 0.0841
H -1.0885 5.2856 0.4582
H -2.2831 4.0086 0.0883
H -0.7932 4.1507 -0.9486
C 1.6495 4.6163 1.3778
H 1.0656 5.4767 1.7548
H 1.9233 4.8453 0.3424
H 2.5667 4.5341 1.9789
C 1.1154 -2.6841 0.9395
C 2.3251 -2.1841 1.2495
C 2.4099 -0.7052 1.0857
C 2.3428 -0.3916 -0.4160
C 1.1089 0.3436 -0.7425
C -0.3006 -0.2058 -0.9558
C -0.6945 -1.5817 -0.4804
C 0.4126 -2.6658 -0.3546
H 3.3197 -0.2409 1.4860
H 2.4871 -1.3091 -1.0077
H 1.5202 -0.2747 1.5746
H 1.0466 -2.7249 -1.2422
H 0.6477 -3.3654 1.6693
H 3.1753 -2.7055 1.6857
H -0.1819 -3.5795 -0.3548
H -1.1272 -1.4262 0.5355
H -1.0327 0.4632 -0.4181
H -1.5395 -1.9399 -1.1061
H 3.1903 0.2702 -0.6740
H 1.5787 1.1968 -1.4835
P 2.0734 -0.9958 -3.1700
C 2.1322 -2.8478 -3.2673
C 3.1256 -0.6030 -4.6388
P -0.4075 0.5738 -2.6547
C 0.2540 -0.8290 -3.6478
C 0.5084 1.9506 -3.4498
C -2.1652 0.7193 -3.0548
H 1.1439 -3.3135 -3.1882
H 2.7623 -3.2261 -2.4561
H 2.5790 -3.1349 -4.2229
H 2.9852 -1.3566 -5.4289
H 4.1734 -0.6244 -4.2933
H 2.9364 0.4043 -5.0264
H -2.2957 0.2642 -4.0455
H -2.4427 1.7815 -3.0888
H -2.8108 0.1906 -2.3388
H -0.3487 -1.7419 -3.4613
H 0.1485 -0.4905 -4.6983
H -0.1146 2.8512 -3.3304
H 0.6532 1.7089 -4.5177
H 1.4988 2.1455 -3.0110
O -2.0072 -4.3072 0.4742
C -2.5791 -3.6469 1.3409
C -3.7055 -4.2757 2.1615
C -4.1083 -3.1835 3.1088
C -3.2284 -1.9964 2.7104
O -3.3404 -0.8923 3.2604
N -2.3557 -2.3470 1.7213
H -4.5167 -4.5687 1.4880
H -3.3245 -5.1657 2.6705
H -5.1661 -2.9340 3.0043
H -3.8987 -3.4705 4.1429
```

=====

The following is a DFT calculation (wB97M-V/def2-TZVPD) of a 2-piece molecular cluster, C4H8N2O overall in a non-equilibrium geometry.

The frontier orbital gap comes out at 8.81 eV. For the energy above the lowest of the compared OMol25 structures with the same formula, charge and spin, the calculation gives 4.477 eV. As for the HOMO energy: -8.11 eV. The value obtained for the LUMO energy is 0.7 eV. As for the energy: -9301.9157 eV. The charge is 0. Its spin multiplicity is 1.

The geometry in XYZ format:
```
15
C4H8N2O | OMol25 | wB97M-V/def2-TZVPD
C -1.3992 -0.5154 0.4551
C 1.5105 0.2808 0.5339
C -1.2315 -1.6966 -0.4375
C 1.5652 1.4565 -0.3861
N -1.5705 0.7175 0.2051
N -1.8438 1.8064 -0.0435
O 1.5074 -0.8947 0.2524
H -1.6395 -0.9349 1.4908
H 1.6180 0.4981 1.5986
H -0.2629 -2.1510 -0.4522
H -1.3214 -1.4131 -1.4156
H -1.7649 -2.5839 -0.0432
H 1.2469 1.1378 -1.4666
H 2.6074 1.9013 -0.3105
H 0.9783 2.3914 0.0194
```

=====

The following is a DFT calculation (wB97M-V/def2-TZVPD) of a single C3H6FN3 molecule in a non-equilibrium geometry.

The frontier orbital gap comes out at 10.31 eV. The SMILES is [H]/N=C\N/N=C/CF. For the energy above the lowest of the compared OMol25 structures with the same formula, charge and spin, the calculation gives 1.838 eV. As for the HOMO energy: -9.54 eV. The value obtained for the LUMO energy is 0.8 eV. As for the energy: -10393.7755 eV. The charge is 0. Its spin multiplicity is 1.

The geometry in XYZ format:
```
13
C3H6FN3 | OMol25 | wB97M-V/def2-TZVPD
C -2.1784 -0.0381 0.4544
C -0.7996 0.0286 -0.1078
C 2.1936 0.1608 -0.2260
H -2.1655 0.6265 1.3298
H -2.5350 -1.0430 0.7676
H -0.6388 0.8887 -0.8011
H 1.6630 -1.8661 -0.3299
H 3.2202 -0.1319 -0.5371
H 0.9609 1.4220 0.2865
N 0.0140 -0.9030 0.2134
N 1.2725 -0.9099 -0.4597
N 1.9937 1.3337 0.0911
F -3.0007 0.4317 -0.6813
```

=====

The following is a DFT calculation (wB97M-V/def2-TZVPD) of C38H37BCl5N11NaO2 as an isolated structure in a non-equilibrium geometry.

The frontier orbital gap (alpha / beta) comes out at 4.86 / 2.45 eV. For the energy above the lowest of the compared OMol25 structures with the same formula, charge and spin, the calculation gives 4.114 eV. As for the HOMO energy (alpha / beta): -3.47 / -1.07 eV. The value obtained for the LUMO energy (alpha / beta) is 1.4 / 1.4 eV. As for the energy: -128196.5115 eV. The charge is -1. Its spin multiplicity is 1.

The geometry in XYZ format:
```
95
C38H37BCl5N11NaO2 | OMol25 | wB97M-V/def2-TZVPD
Na -1.7635 -0.8136 0.5042
O -4.6879 -3.8425 -5.3450
C -5.4050 -3.9854 -4.1281
C -4.5719 -3.2362 -3.0725
C -5.1313 -2.7991 -1.8499
C -4.3329 -2.1266 -0.9893
N -3.0091 -1.8984 -1.2245
C -2.4889 -2.2121 -2.3803
C -3.2084 -2.9175 -3.3424
C -1.1709 -1.7224 -2.6765
C -0.7159 -1.9311 -4.0128
C 0.5748 -1.5251 -4.3257
C 1.2341 -2.1407 -5.6026
O 0.4379 -3.1898 -6.0721
C 1.2562 -0.7105 -3.4097
C 0.7232 -0.5140 -2.1186
N -0.4440 -1.0395 -1.7870
H -5.2382 -4.0028 -6.1669
H -5.4955 -5.0621 -3.8704
H -6.4114 -3.5730 -4.1790
H -6.1728 -3.0349 -1.5638
H -4.8527 -1.7692 -0.0956
H -2.6949 -3.3677 -4.2122
H -1.3358 -2.5003 -4.6859
H 2.2603 -2.4599 -5.3917
H 1.2650 -1.2880 -6.2735
H 0.9884 -3.7818 -6.6412
H 2.2820 -0.3616 -3.5528
H 1.2725 0.1081 -1.3556
B -2.9049 1.5136 2.8773
N -3.0181 -0.0136 3.1782
C -2.8693 -0.6529 4.3598
C -3.3715 -1.9785 4.2041
C -3.7332 -2.0522 2.8415
N -3.5755 -0.8763 2.2204
N -3.4369 1.7844 1.4544
C -4.6626 2.1444 1.0383
C -4.7190 2.1637 -0.3641
C -3.4299 1.7655 -0.7277
N -2.6468 1.4176 0.3027
H -3.4616 2.2369 3.7417
H -1.7197 1.8320 2.8235
H -2.4797 -0.1473 5.2067
H -3.4345 -2.7843 4.9308
H -4.0694 -2.9430 2.2997
H -5.4200 2.4988 1.7033
H -5.5395 2.4596 -1.0304
H -2.9827 1.7307 -1.7452
N -0.1756 -4.6562 1.1414
C -0.4138 -4.4201 2.4462
C 0.0670 -3.1624 3.0084
N 0.6185 -2.2710 1.9846
H -0.1672 -3.9081 0.4413
H -0.1153 -5.6331 0.9081
H 3.3805 -4.1706 0.0190
H -0.6195 -5.2336 3.1374
H 0.8806 -3.3456 3.7216
H -0.7763 -2.6838 3.5573
H 1.6230 -2.5317 1.8843
H 0.5489 -1.3545 2.4085
Cl 5.0226 -2.4968 1.7118
C 5.2722 -3.0834 0.1105
C 4.3658 -3.9963 -0.5319
C 4.7270 -4.6588 -1.6980
Cl 3.9496 -6.1766 -2.0648
C 5.5918 -3.9417 -2.5645
Cl 5.5999 -4.3281 -4.2685
C 6.3397 -2.8635 -2.0508
Cl 7.4734 -2.0561 -3.0297
C 6.2543 -2.4488 -0.7000
Cl 7.3262 -1.2301 -0.1293
N 3.4854 5.8984 2.0571
C 3.3786 7.1738 2.5719
C 4.2995 8.2197 2.6895
C 3.8672 9.3842 3.3049
C 2.5397 9.5632 3.6975
C 1.5833 8.5639 3.4026
C 2.0204 7.4149 2.7816
N 1.2705 6.2588 2.4366
C 2.1673 5.4018 1.9915
C 1.9005 4.0593 1.4808
C 0.6338 3.7624 1.0121
C 0.4053 2.4626 0.4756
N 1.2565 1.4705 0.6913
C 2.4387 1.7801 1.1654
C 2.9148 3.0554 1.5298
H 4.3652 5.4925 1.6536
H 5.3372 8.1136 2.3840
H 4.5664 10.2150 3.5213
H 2.1730 10.4704 4.1419
H 0.5224 8.6977 3.7289
H -0.1499 4.4860 1.1665
H -0.5510 2.2091 -0.0183
H 3.1811 0.9673 1.2657
H 3.9318 3.1287 1.9319
```